(1)
Formula: C2H2F2S
Source: the OMol25 dataset
Level of theory: ωB97M-V/def2-TZVPD

Values from the calculation:
HOMO = -9.79 eV
Kohn-Sham gap = 10.65 eV
Energy above the lowest of the compared OMol25 structures with the same formula, charge and spin = 23.6 kcal per mole
Multiplicity = 1

Last column: Löwdin charge in e.
Geometry (Å):
F1 1.251 -1.217 0.393  0.016
C1 0.809 -0.005 0.112  -0.566
S1 -0.175 0.831 1.364  0.891
C2 -0.802 0.091 -0.213  -0.486
F2 -1.541 -1.032 -0.167  0.007
H1 1.361 0.547 -0.487  0.052
H2 -0.904 0.784 -1.003  0.087

(2)
Formula: C26H36O24
Source: the OMol25 dataset
Level of theory: ωB97M-V/def2-TZVPD

Values from the calculation:
HOMO = -10.56 eV
Kohn-Sham gap = 11.04 eV
Energy above the lowest of the compared OMol25 structures with the same formula, charge and spin = 0.0 kcal per mole
Multiplicity = 1

Last column: Löwdin charge in e.
Geometry (Å):
C1 16.726 16.287 15.628  0.003
C2 15.513 15.605 14.948  -0.273
C3 14.571 16.506 14.131  -0.066
O1 15.170 16.487 12.821  0.016
C4 15.812 15.279 12.716  -0.601
O2 16.138 14.760 11.721  0.169
O3 16.038 14.763 13.911  0.080
H1 16.340 17.002 16.328  0.073
H2 17.225 16.867 14.789  0.115
H3 17.377 15.634 16.169  0.055
H4 14.942 14.977 15.585  0.133
H5 14.622 17.555 14.502  0.144
H6 13.491 16.205 14.039  0.150
C5 9.765 17.731 9.701  0.010
C6 10.234 16.289 9.372  -0.281
C7 9.339 15.495 8.475  -0.112
O4 10.255 14.592 7.834  0.053
C8 11.507 15.206 7.866  -0.599
O5 12.476 14.753 7.334  0.138
O6 11.463 16.284 8.579  0.088
H7 8.865 17.677 10.293  0.088
H8 9.673 18.370 8.849  0.073
H9 10.492 18.270 10.392  0.078
H10 10.408 15.720 10.272  0.107
H11 8.815 16.083 7.687  0.148
H12 8.612 15.000 9.084  0.121
O7 11.403 17.979 12.453  0.140
C9 12.469 18.119 11.918  -0.628
O8 13.345 19.020 12.279  0.088
C10 14.489 18.942 11.374  -0.060
C11 13.967 17.997 10.270  -0.121
O9 12.916 17.375 10.899  0.045
H13 14.796 19.935 11.116  0.123
H14 15.304 18.527 11.935  0.102
H15 14.623 17.268 9.847  0.130
H16 13.662 18.647 9.422  0.142
O10 9.729 14.000 11.264  0.126
C12 9.877 13.068 12.059  -0.514
O11 8.884 12.153 12.281  0.072
C13 9.362 11.238 13.192  -0.154
C14 10.359 12.074 13.954  -0.089
O12 10.859 12.880 12.898  0.068
H17 8.488 10.747 13.739  0.163
H18 9.843 10.372 12.726  0.124
H19 11.131 11.526 14.473  0.107
H20 9.908 12.807 14.675  0.159
O13 17.134 13.396 16.551  0.121
C15 16.408 12.427 16.472  -0.557
O14 15.274 12.288 17.209  0.061
C16 14.512 11.256 16.661  -0.130
C17 15.485 10.562 15.654  -0.095
O15 16.620 11.425 15.639  0.085
H21 14.392 10.492 17.476  0.138
H22 13.563 11.574 16.212  0.116
H23 15.130 10.370 14.666  0.084
H24 15.830 9.554 16.052  0.146
O16 12.272 9.623 13.885  0.113
C18 12.977 9.224 12.971  -0.518
O17 12.532 8.945 11.716  0.057
C19 13.676 8.443 10.975  -0.080
C20 14.876 8.746 11.893  -0.142
O18 14.313 9.029 13.138  0.032
H25 13.580 7.353 10.812  0.138
H26 13.757 8.985 10.003  0.133
H27 15.470 9.633 11.578  0.121
H28 15.544 7.873 11.984  0.141
O19 16.415 8.504 9.234  0.161
C21 16.735 9.647 9.126  -0.540
O20 16.030 10.729 9.537  0.010
C22 16.771 11.957 9.378  -0.074
C23 17.965 11.462 8.548  -0.123
O21 17.893 10.061 8.530  0.064
H29 16.163 12.740 8.966  0.132
H30 17.095 12.107 10.372  0.118
H31 18.875 11.845 9.052  0.144
H32 17.810 11.754 7.498  0.138
O22 13.975 12.825 14.030  0.153
C24 13.663 12.949 12.864  -0.520
O23 13.832 11.978 11.927  0.062
C25 13.108 12.408 10.770  -0.073
C26 13.196 13.928 10.910  -0.093
O24 13.159 14.081 12.313  0.039
H33 13.695 12.120 9.905  0.124
H34 12.107 11.974 10.760  0.133
H35 12.373 14.588 10.539  0.133
H36 14.114 14.393 10.573  0.116

(3)
Formula: C27H54O13
Source: the OMol25 dataset
Level of theory: ωB97M-V/def2-TZVPD

Values from the calculation:
HOMO = -9.37 eV
Kohn-Sham gap = 9.83 eV
Energy above the lowest of the compared OMol25 structures with the same formula, charge and spin = 248.8 kcal per mole
Multiplicity = 1

Last column: Löwdin charge in e.
Geometry (Å):
C1 -4.453 4.043 -1.997  -0.057
C2 -3.606 3.345 -0.905  -0.196
O1 -4.503 3.002 0.161  -0.057
C3 -3.976 2.267 1.192  -0.554
C4 -5.108 1.960 2.085  -0.002
O2 -2.785 2.066 1.405  0.073
H1 -4.144 3.922 -2.988  0.034
H2 -4.834 5.168 -1.884  0.114
H3 -5.449 3.475 -1.967  0.095
H4 -3.253 2.395 -1.351  0.118
H5 -3.019 3.948 -0.354  0.081
H6 -5.694 1.108 1.685  0.096
H7 -5.803 2.732 2.209  0.039
H8 -4.629 2.131 3.302  0.187
C5 -5.539 -5.013 -1.212  -0.085
C6 -5.118 -3.934 -2.148  -0.204
O3 -4.781 -2.895 -1.192  -0.007
C7 -4.354 -1.712 -1.533  -0.575
C8 -3.768 -0.917 -0.426  0.055
O4 -4.449 -1.301 -2.665  0.095
H9 -5.907 -5.764 -1.889  0.066
H10 -6.266 -4.830 -0.407  0.086
H11 -4.563 -5.333 -0.585  0.106
H12 -4.292 -4.085 -2.781  0.104
H13 -6.003 -3.822 -2.776  0.125
H14 -4.118 0.016 -0.572  0.043
H15 -2.735 -1.204 -0.460  0.088
H16 -4.211 -1.267 0.476  0.087
C9 3.085 6.668 -1.925  -0.063
C10 2.551 5.653 -0.862  -0.138
O5 3.610 4.593 -0.650  -0.096
C11 3.961 3.637 -1.594  -0.449
C12 4.790 2.507 -1.064  0.008
O6 3.548 3.632 -2.810  0.019
H17 3.106 6.309 -2.847  -0.012
H18 3.964 7.293 -1.847  0.068
H19 2.124 7.474 -2.159  0.151
H20 2.290 6.011 0.167  0.115
H21 1.628 4.961 -1.125  0.127
H22 5.086 2.785 0.056  0.122
H23 5.721 2.050 -1.726  0.164
H24 4.202 1.794 -0.795  -0.026
C13 3.602 -0.367 5.087  -0.052
C14 2.960 0.059 3.846  -0.217
O7 2.985 1.473 3.648  0.037
C15 2.758 1.997 2.451  -0.543
C16 2.866 3.559 2.513  0.069
O8 2.347 1.395 1.548  0.141
H25 3.448 -1.360 5.455  0.085
H26 3.093 0.039 5.743  -0.019
H27 4.753 -0.092 5.226  0.148
H28 3.430 -0.403 3.066  0.093
H29 2.029 -0.323 3.868  0.102
H30 2.172 3.959 1.892  0.040
H31 3.925 3.565 2.282  0.096
H32 2.646 3.971 3.400  0.041
C17 -1.726 -4.413 0.658  -0.077
C18 -0.601 -3.968 -0.318  -0.196
O9 -1.197 -3.110 -1.341  -0.067
C19 -0.622 -3.143 -2.589  -0.503
C20 -1.472 -2.195 -3.509  0.030
O10 0.428 -3.662 -2.877  0.096
H33 -2.516 -5.029 0.081  0.090
H34 -2.128 -3.607 1.343  0.096
H35 -1.467 -5.020 1.419  0.014
H36 0.095 -3.375 0.362  0.120
H37 -0.309 -4.996 -0.644  0.137
H38 -0.944 -2.270 -4.454  0.072
H39 -1.628 -1.175 -3.125  0.068
H40 -2.454 -2.737 -3.769  0.098
C21 4.418 -2.167 -0.688  -0.047
C22 3.252 -2.805 0.036  -0.236
O11 3.672 -3.537 1.199  -0.005
C23 2.909 -4.334 1.953  -0.557
C24 3.526 -4.676 3.301  0.018
O12 1.809 -4.670 1.686  0.121
H41 4.843 -1.507 0.124  0.082
H42 3.964 -1.413 -1.431  0.111
H43 5.232 -2.851 -0.929  0.077
H44 2.498 -2.125 0.298  0.093
H45 2.559 -3.356 -0.528  0.095
H46 4.277 -3.823 3.488  0.112
H47 4.325 -5.447 3.237  0.087
H48 2.861 -5.134 3.990  0.070
C25 0.344 0.121 -0.843  0.020
C26 -0.256 1.340 -1.455  -0.339
C27 0.154 2.710 -1.062  -0.024
O13 -1.296 1.263 -2.298  -0.043
H49 1.275 0.074 -0.776  -0.019
H50 0.024 -0.814 -1.230  0.062
H51 -0.021 0.295 0.243  0.149
H52 0.021 2.801 0.032  0.105
H53 -0.344 3.519 -1.457  0.050
H54 1.178 2.895 -1.396  0.074